ORCA calculation (ωB97M-V/def2-TZVPD) on C44H50BrFN8O3SSc as an isolated structure in a non-equilibrium geometry.

Cartesian coordinates (Å):
1 Sc 0.10402 -0.13906 0.44305
2 C -3.63490 -0.87895 2.67485
3 C -2.62430 -1.96577 2.32345
4 C -3.34077 -3.32533 2.29868
5 C -1.42300 -2.02429 3.26506
6 C -1.69229 -1.99719 4.62258
7 C -0.68267 -2.18221 5.55118
8 C 0.58621 -2.46889 5.10224
9 C 0.92749 -2.52246 3.74178
10 C 2.38316 -3.02632 3.56222
11 C 2.84487 -3.56287 2.20842
12 C 3.41920 -2.01131 4.10434
13 C -0.08370 -2.20822 2.80440
14 N 0.16238 -2.02785 1.38730
15 C -0.05262 -3.12915 0.57443
16 C -0.18783 -4.46209 0.99518
17 C -0.32367 -5.49871 0.08449
18 C -0.34577 -5.26512 -1.28689
19 C -0.25068 -3.95770 -1.74050
20 C -0.11711 -2.96824 -0.80361
21 F -0.06873 -1.64142 -1.25286
22 H -4.47764 -0.91976 1.98151
23 H -3.19204 0.11229 2.61224
24 H -4.03640 -1.00501 3.68316
25 H -2.26694 -1.76742 1.33018
26 H -3.71399 -3.57082 3.29704
27 H -2.67320 -4.12385 1.98069
28 H -4.19209 -3.29839 1.60978
29 H -2.71327 -1.86163 4.96724
30 H -0.89506 -2.15053 6.61604
31 H 1.35989 -2.70089 5.83125
32 H 2.42065 -3.88503 4.23302
33 H 2.62786 -2.86781 1.40731
34 H 2.36608 -4.50770 1.96692
35 H 3.92428 -3.73681 2.23888
36 H 3.95521 -1.52159 3.28608
37 H 4.16542 -2.51672 4.72353
38 H 2.95290 -1.23110 4.71005
39 H -0.18495 -4.66559 2.05991
40 H -0.41842 -6.51361 0.45414
41 H -0.45502 -6.07960 -1.99181
42 H -0.30024 -3.70995 -2.79634
43 C 4.68639 -3.50418 -2.36816
44 C 4.28222 -2.46595 -1.35177
45 C 5.17810 -1.93336 -0.43292
46 C 4.75076 -1.00976 0.50775
47 C 3.41694 -0.67712 0.48239
48 Br 2.65651 0.44928 1.80771
49 N 2.54023 -1.12623 -0.38610
50 C 2.97352 -2.00290 -1.29283
51 H 5.74540 -3.74424 -2.28300
52 H 4.49598 -3.15151 -3.38629
53 H 4.11222 -4.42329 -2.22708
54 H 6.21580 -2.25114 -0.44183
55 H 5.41757 -0.58656 1.24835
56 H 2.23428 -2.35528 -2.00670
57 N -4.81665 4.57256 5.10668
58 C -3.82475 4.02008 4.34424
59 C -3.14573 2.87236 4.78121
60 C -2.16525 2.30245 4.00128
61 C -1.85472 2.87376 2.76859
62 C -2.51792 4.01376 2.31457
63 C -3.49585 4.57716 3.09564
64 S -0.59345 2.17917 1.80600
65 O 0.60515 2.96369 1.88367
66 O -0.39044 0.75434 2.26007
67 N -0.97416 1.94707 0.27153
68 C -2.19583 1.34794 -0.02412
69 N -2.06874 0.10860 -0.53894
70 C -3.19083 -0.50375 -0.93536
71 C -4.42267 0.08523 -0.81793
72 C -4.45007 1.34201 -0.22105
73 N -3.35301 1.97437 0.18116
74 H -4.91578 4.28684 6.06204
75 H -5.15469 5.48812 4.87681
76 H -3.39346 2.43449 5.74179
77 H -1.63571 1.41723 4.34040
78 H -2.26234 4.44622 1.35400
79 H -4.02269 5.45924 2.74898
80 H -3.07323 -1.49696 -1.35415
81 H -5.32050 -0.41054 -1.15517
82 H -5.38746 1.86441 -0.04998
83 C 4.78710 6.60720 -0.21417
84 C 5.54367 5.42236 -0.81044
85 N 4.79002 4.15867 -0.79403
86 C 5.16240 3.15618 0.19977
87 C 4.76121 3.54299 1.61935
88 C 3.78610 4.03534 -1.69452
89 O 3.47967 4.93458 -2.46541
90 C 3.04535 2.72199 -1.85963
91 C 3.19540 2.08485 -3.08631
92 C 2.33819 1.05140 -3.41598
93 C 1.38697 0.66718 -2.49309
94 N 1.28211 1.20980 -1.27586
95 C 2.08615 2.24359 -0.98660
96 H 5.42414 7.49453 -0.21718
97 H 4.48122 6.40569 0.81461
98 H 3.90014 6.81754 -0.80841
99 H 6.46945 5.24512 -0.26565
100 H 5.79398 5.64302 -1.84605
101 H 6.24539 3.02277 0.15234
102 H 4.70887 2.20752 -0.07827
103 H 5.21596 4.49372 1.90505
104 H 5.10225 2.78100 2.32658
105 H 3.67506 3.63592 1.70759
106 H 3.94465 2.43834 -3.78632
107 H 2.38245 0.56780 -4.38414
108 H 0.67068 -0.10591 -2.74309
109 H 1.89765 2.73999 -0.04419

Kohn-Sham gap (eV): 7.59
Total charge: +1
HOMO energy (eV): -10.037
LUMO level (eV): -2.444
Maximum force (eV/A): 1.4
E (eV): -168798.27664


ORCA calculation (ωB97M-V/def2-TZVPD) on C44H50FN3O4S2Si3Ti as an isolated structure.

Cartesian coordinates (Å):
1 Ti 0.33014 -0.37257 -0.58364
2 C -4.04410 0.26283 5.49138
3 C -3.18262 1.50718 5.32215
4 C -4.04621 2.75636 5.37538
5 C -3.21692 4.00400 5.13403
6 C -2.52643 3.90132 3.80439
7 C -2.25307 5.01542 3.04917
8 C -1.59522 4.89541 1.82643
9 F -1.35324 6.01061 1.12462
10 C -1.19630 3.68941 1.33583
11 C -1.46749 2.53724 2.08809
12 C -1.03312 1.25148 1.58099
13 O -0.46273 1.20066 0.44754
14 C -1.26291 0.13841 2.41629
15 C -1.94640 0.31138 3.59424
16 N -2.41588 1.47388 4.03634
17 C -2.14434 2.63543 3.31339
18 C -0.77802 -1.25170 2.11844
19 O -0.89337 -2.12230 2.95888
20 O -0.20763 -1.41707 0.96285
21 H -4.69777 0.41267 6.35007
22 H -3.47228 -0.64311 5.68322
23 H -4.67042 0.10733 4.61085
24 H -2.44032 1.55611 6.12352
25 H -4.52103 2.79177 6.35535
26 H -4.84353 2.67719 4.63042
27 H -2.46783 4.10615 5.92598
28 H -3.83402 4.90132 5.16657
29 H -2.54174 6.00128 3.39276
30 H -0.68279 3.60520 0.39026
31 H -2.12119 -0.56554 4.20004
32 S 3.97384 0.55066 5.75985
33 C 3.06901 -0.13570 7.03442
34 C 2.02738 -0.87888 6.57043
35 C 1.96412 -0.90497 5.15364
36 C 2.96594 -0.17711 4.56803
37 C 3.20783 -0.00668 3.13598
38 C 2.10588 -0.05119 2.26169
39 N 2.18854 0.03635 0.95383
40 C 3.41025 0.20426 0.40985
41 C 4.57332 0.30622 1.18258
42 C 5.83062 0.51637 0.52562
43 C 5.89580 0.63356 -0.81613
44 C 4.71431 0.54150 -1.62510
45 C 4.74035 0.68833 -3.01716
46 C 3.56985 0.60844 -3.73450
47 C 2.38812 0.34054 -3.02284
48 N 2.32461 0.17980 -1.71359
49 C 3.47897 0.30250 -1.01352
50 C 3.52268 0.79665 -5.18776
51 C 2.73583 0.15882 -6.10445
52 C 2.97210 0.59704 -7.43318
53 C 3.93170 1.55886 -7.50175
54 S 4.52547 1.96975 -5.95489
55 C 4.44934 0.18422 2.57432
56 H 3.34942 0.04779 8.05948
57 H 1.34011 -1.40621 7.21661
58 H 1.23579 -1.48440 4.59620
59 H 1.12253 -0.15092 2.68952
60 H 6.72508 0.58336 1.13247
61 H 6.84355 0.79935 -1.31282
62 H 5.68452 0.86086 -3.52115
63 H 1.46126 0.24315 -3.56640
64 H 2.03490 -0.62245 -5.84496
65 H 2.46133 0.20294 -8.29964
66 H 4.30631 2.06294 -8.37837
67 H 5.34009 0.22266 3.19171
68 C -0.19634 2.28404 -2.55338
69 O -0.35209 0.90244 -2.27027
70 Si -1.32311 -0.27612 -3.07421
71 C -0.74009 -0.35277 -4.86452
72 C -3.04368 0.45209 -3.14759
73 C -0.92058 -1.64507 -1.93786
74 Si 0.04097 -3.13460 -2.54779
75 C 1.63740 -2.68606 -3.46025
76 C -0.92389 -4.19878 -3.75536
77 C 0.65892 -4.22631 -1.14439
78 Si -2.51055 -2.22017 -1.08249
79 C -2.34382 -3.70685 0.04971
80 C -3.81920 -2.75298 -2.33583
81 C -3.29200 -0.85451 -0.01791
82 H -1.16789 2.77122 -2.64258
83 H 0.35845 2.42705 -3.48447
84 H 0.35667 2.74761 -1.73839
85 H -1.56829 -0.12354 -5.53874
86 H -0.36483 -1.34015 -5.13950
87 H 0.04355 0.37821 -5.08737
88 H -2.96158 1.51524 -3.39691
89 H -3.63110 0.36734 -2.23666
90 H -3.60757 -0.01138 -3.95973
91 H 1.51339 -2.00731 -4.30764
92 H 2.02755 -3.62709 -3.86205
93 H 2.41458 -2.28761 -2.80236
94 H -1.28965 -3.63337 -4.61716
95 H -1.78433 -4.68057 -3.28677
96 H -0.27062 -4.99220 -4.13004
97 H 0.84160 -3.67546 -0.21922
98 H 1.60291 -4.68470 -1.45365
99 H -0.03133 -5.03527 -0.90768
100 H -2.19091 -4.63492 -0.50263
101 H -3.31166 -3.80022 0.55636
102 H -1.57386 -3.61737 0.81542
103 H -3.70778 -3.80985 -2.58529
104 H -3.81273 -2.19385 -3.27355
105 H -4.81207 -2.63364 -1.89126
106 H -2.81595 0.12362 -0.10628
107 H -3.26636 -1.15387 1.03302
108 H -4.34413 -0.72842 -0.28656

Spin multiplicity: 2
Kohn-Sham gap (spin up / spin down) (eV): 7.10 / 7.42
Total charge: +1
HOMO energy (spin up / spin down) (eV): -10.117 / -10.570
Energy above the lowest of the compared OMol25 structures with the same formula, charge and spin (kcal/mol): 2.9
LUMO level (spin up / spin down) (eV): -3.016 / -3.150
Maximum force (eV/A): 0.4
E (eV): -130240.62846


ORCA calculation (ωB97M-V/def2-TZVPD) on C44H50GaN3O2Se as an isolated structure.

Cartesian coordinates (Å):
1 Ga -0.31150 1.51514 0.43783
2 C -1.62760 -5.74742 0.80346
3 C -2.92172 -4.92654 0.69105
4 C -3.67979 -4.97288 2.02669
5 C -3.80203 -5.56772 -0.38334
6 C -2.57744 -3.47712 0.36084
7 C -1.75855 -2.74705 1.21002
8 C -1.44462 -1.43565 0.91214
9 Se -0.27349 -0.50114 2.11757
10 C 1.40853 -1.02659 1.35167
11 C 1.97460 -2.20585 1.79431
12 C 3.17595 -2.64577 1.25787
13 C 3.74931 -1.83782 0.28597
14 C 3.21002 -0.63925 -0.18336
15 C 1.98697 -0.20157 0.36775
16 O 1.40122 0.93535 0.00329
17 C 4.02000 0.08021 -1.27943
18 C 4.15363 -0.86482 -2.48679
19 C 5.41996 0.40914 -0.73602
20 C 3.41958 1.38877 -1.80197
21 C 3.79909 -3.95026 1.74655
22 C 4.11430 -3.82748 3.24535
23 C 2.81219 -5.10582 1.51906
24 C 5.09783 -4.27889 1.00799
25 C -1.92111 -0.75711 -0.22629
26 O -1.60143 0.51510 -0.44320
27 C -2.75341 -1.49093 -1.09741
28 C -3.04618 -2.81430 -0.76503
29 C -3.37218 -0.97119 -2.40986
30 C -2.87042 -1.85235 -3.56758
31 C -3.04000 0.47889 -2.77599
32 C -4.90328 -1.07600 -2.31966
33 H -1.85951 -6.79385 1.01492
34 H -1.06612 -5.70000 -0.13165
35 H -0.98469 -5.37618 1.60262
36 H -3.93163 -6.00325 2.28911
37 H -3.08307 -4.55194 2.83686
38 H -4.60661 -4.40046 1.95449
39 H -4.01727 -6.59999 -0.10289
40 H -4.75340 -5.04143 -0.48296
41 H -3.29840 -5.57838 -1.35210
42 H -1.34977 -3.18439 2.11273
43 H 1.45852 -2.77193 2.56008
44 H 4.68674 -2.15593 -0.14988
45 H 4.68498 -1.78251 -2.23253
46 H 3.16624 -1.13799 -2.86431
47 H 4.70389 -0.36689 -3.28856
48 H 5.96157 -0.48597 -0.42824
49 H 6.00861 0.91011 -1.50791
50 H 5.34460 1.07559 0.12534
51 H 2.44930 1.21825 -2.26310
52 H 3.29622 2.12539 -1.01110
53 H 4.08979 1.80348 -2.55949
54 H 3.21397 -3.62000 3.82496
55 H 4.55587 -4.75325 3.62209
56 H 4.82296 -3.01477 3.41621
57 H 1.88644 -4.95857 2.07683
58 H 2.55975 -5.18556 0.45989
59 H 3.25396 -6.05160 1.84133
60 H 5.84926 -3.50208 1.16270
61 H 5.50193 -5.21759 1.39017
62 H 4.92346 -4.39702 -0.06342
63 H -3.68613 -3.35958 -1.44550
64 H -1.78061 -1.81770 -3.62420
65 H -3.17052 -2.89410 -3.45002
66 H -3.27686 -1.48829 -4.51406
67 H -1.96982 0.61453 -2.91731
68 H -3.54269 0.72632 -3.71463
69 H -3.37358 1.17768 -2.01197
70 H -5.23558 -2.10228 -2.15958
71 H -5.27675 -0.46411 -1.49634
72 H -5.35465 -0.71679 -3.24731
73 N -1.51948 11.71528 0.51291
74 C -1.39331 10.57282 0.51302
75 C -1.23287 9.15042 0.50827
76 C -2.20482 8.34158 -0.07827
77 C -2.04178 6.96819 -0.09070
78 C -0.91560 6.38951 0.48748
79 C 0.05050 7.20009 1.07604
80 C -0.10130 8.57453 1.08504
81 C -0.74393 4.91283 0.47101
82 C -0.44440 4.31868 -0.74427
83 C -0.24846 4.95424 -2.00085
84 C 0.01620 3.95869 -2.91190
85 C -0.01717 2.74685 -2.19400
86 N -0.29044 2.95383 -0.91185
87 C -0.90887 4.23474 1.68544
88 C -1.27244 4.82465 2.91838
89 C -1.33612 3.80841 3.84859
90 C -1.01610 2.62968 3.16562
91 N -0.75777 2.86366 1.87410
92 H -3.08248 8.79358 -0.51983
93 H -2.79097 6.33443 -0.54756
94 H 0.92668 6.74716 1.52211
95 H 0.64928 9.20835 1.53727
96 H -0.29830 6.01691 -2.17577
97 H 0.21764 4.06639 -3.96491
98 H 0.13978 1.74411 -2.56055
99 H -1.46848 5.87239 3.07905
100 H -1.58569 3.87931 4.89439
101 H -0.96814 1.64069 3.58697

Kohn-Sham gap (eV): 6.54
HOMO energy (eV): -7.863
LUMO level (eV): -1.321
Maximum force (eV/A): 0.5
E (eV): -172730.78572


ORCA calculation (ωB97M-V/def2-TZVPD) on C44H50N5O7S3V as an isolated structure in a non-equilibrium geometry.

Cartesian coordinates (Å):
1 V 1.24529 0.92402 0.11965
2 C -3.59991 -3.31108 -2.90955
3 C -2.15231 -3.47008 -3.39215
4 C -1.53351 -4.72948 -2.76705
5 C -2.18141 -3.64008 -4.91465
6 C -1.32181 -2.27378 -2.95035
7 C -1.28021 -1.94308 -1.59505
8 C -0.46611 -0.90968 -1.15225
9 N -0.17381 -0.44178 0.10245
10 C -0.47691 -0.93558 1.33125
11 C -1.32381 -1.95198 1.76545
12 C -1.39341 -2.27258 3.11695
13 C -0.63971 -1.55008 4.04285
14 C 0.21249 -0.51758 3.67945
15 C 0.30319 -0.22958 2.31195
16 O 1.07709 0.63562 1.73145
17 C 1.06699 0.26852 4.66235
18 C 0.81849 -0.13678 6.11945
19 C 0.75529 1.76412 4.50625
20 C 2.54659 0.02652 4.32465
21 C -2.21731 -3.48058 3.53515
22 C -2.24651 -3.68598 5.05255
23 C -3.66361 -3.34348 3.04265
24 C -1.55981 -4.71028 2.89145
25 C 0.28959 -0.15468 -2.11115
26 O 0.98189 0.78272 -1.53365
27 C 0.27089 -0.48828 -3.47075
28 C -0.54221 -1.55108 -3.85035
29 C 1.15909 0.28142 -4.43805
30 C 0.99239 -0.17238 -5.89145
31 C 2.62399 0.07162 -4.01965
32 C 0.80259 1.77252 -4.35885
33 H -4.19761 -4.14938 -3.25855
34 H -4.03221 -2.39338 -3.30065
35 H -3.66421 -3.28298 -1.82625
36 H -2.09881 -5.61198 -3.05695
37 H -1.52691 -4.66618 -1.68275
38 H -0.50611 -4.85138 -3.10095
39 H -2.81721 -4.48408 -5.17515
40 H -1.18841 -3.84028 -5.30975
41 H -2.58691 -2.75168 -5.39375
42 H -1.85751 -2.51478 -0.88965
43 H -1.90401 -2.51348 1.05575
44 H -0.71331 -1.81058 5.08205
45 H -0.22071 0.01532 6.40185
46 H 1.43329 0.47772 6.77395
47 H 1.08379 -1.17708 6.29205
48 H -0.28761 1.96472 4.74675
49 H 0.95329 2.09222 3.48645
50 H 1.38609 2.34252 5.17745
51 H 2.77789 -1.03718 4.35385
52 H 3.17939 0.54152 5.04485
53 H 2.78839 0.40752 3.33315
54 H -2.68561 -2.82698 5.55475
55 H -1.24621 -3.85908 5.44095
56 H -2.85001 -4.55928 5.29025
57 H -4.12531 -2.45118 3.45875
58 H -4.24561 -4.20688 3.35615
59 H -3.71551 -3.28198 1.95995
60 H -0.53031 -4.80028 3.22885
61 H -1.54621 -4.62758 1.80875
62 H -2.09831 -5.61438 3.16365
63 H -0.56121 -1.81688 -4.89105
64 H 1.29779 -1.20728 -6.02655
65 H 1.61709 0.44622 -6.53225
66 H -0.03751 -0.05728 -6.22045
67 H 2.87719 -0.98828 -4.02145
68 H 2.80649 0.46792 -3.02295
69 H 3.28779 0.58662 -4.71145
70 H -0.21971 1.93692 -4.69545
71 H 1.47269 2.35092 -4.99055
72 H 0.89399 2.13912 -3.33875
73 O 3.71799 1.63012 -1.23315
74 S 3.83079 0.84762 -0.03465
75 O 3.61699 1.58722 1.18445
76 N 2.74759 -0.37968 -0.06035
77 C 3.29849 -1.56988 0.04715
78 S 2.43499 -2.98278 0.12835
79 C 4.77119 -1.52028 0.07205
80 C 5.63989 -2.59948 0.11945
81 C 7.00229 -2.34798 0.10975
82 C 7.48679 -1.05038 0.03295
83 C 6.61909 0.03532 -0.01475
84 C 5.26969 -0.22088 0.01505
85 H 5.24759 -3.60388 0.15355
86 H 7.70229 -3.16838 0.15865
87 H 8.55039 -0.87738 0.00035
88 H 6.98749 1.04572 -0.07775
89 O -2.31921 7.78652 -3.57315
90 S -3.40801 8.36812 -2.83345
91 O -4.73021 7.85262 -3.12025
92 O -3.29361 9.77002 -2.52065
93 C -3.26981 7.57442 -1.13835
94 N -4.09761 8.03552 -0.24645
95 C -4.13721 7.36682 0.90255
96 C -3.36501 6.23612 1.10605
97 C -2.50901 5.83952 0.06755
98 N -2.47241 6.55912 -1.06615
99 C -1.63891 4.67842 0.12855
100 C -0.45441 4.62562 -0.62205
101 C 0.34989 3.51242 -0.54445
102 N 0.04299 2.43982 0.20245
103 C -1.10151 2.47612 0.90335
104 C -1.95051 3.55672 0.90715
105 H -4.80741 7.75632 1.65705
106 H -3.40051 5.70332 2.04185
107 H -0.19341 5.46432 -1.24655
108 H 1.29119 3.46002 -1.08705
109 H -1.35021 1.58682 1.47135
110 H -2.87391 3.51202 1.46315

Spin multiplicity: 3
Kohn-Sham gap (spin up / spin down) (eV): 4.95 / 3.41
HOMO energy (spin up / spin down) (eV): -7.163 / -7.163
Energy above the lowest of the compared OMol25 structures with the same formula, charge and spin (kcal/mol): 28.4
LUMO level (spin up / spin down) (eV): -2.216 / -3.751
Maximum force (eV/A): 4.1
E (eV): -126414.84981


| no. | molar mass (u) |
| --- | --- |
| 1 | 914.9 |
| 2 | 900.2 |
| 3 | 801.6 |
| 4 | 908.1 |